(1)
90
Properties=species:S:1:pos:R:3 method="wB97M-V/def2-TZVPD" charge=0 e_above_lowest_kj_mol=707.2 gap_ev="3.93 / 3.93" homo_energy_ev="-4.42 / -4.42" lumo_ev="-0.5 / -0.5"
P 0.25 -2.33 -4.60
P 0.25 1.49 -3.78
C 0.33 -0.74 -5.48
C 1.26 0.29 -4.82
H -0.71 -0.37 -5.53
H 0.57 -0.92 -6.54
H 2.05 -0.17 -4.20
H 1.76 0.90 -5.59
C -0.21 2.64 -5.13
H -0.63 3.56 -4.70
H -0.95 2.20 -5.80
H 0.69 2.87 -5.72
C 1.45 2.25 -2.62
H 1.92 3.09 -3.15
H 2.29 1.58 -2.32
H 0.93 2.69 -1.75
C -0.89 -3.35 -5.53
H -1.01 -4.30 -4.99
H -0.45 -3.57 -6.50
H -1.87 -2.87 -5.65
C 1.87 -3.11 -4.71
H 2.69 -2.39 -4.64
H 1.94 -3.63 -5.67
H 1.97 -3.85 -3.92
Ca 1.63 0.42 -0.09
C -1.82 0.49 -3.45
C -2.47 -0.38 -4.35
C -3.36 -1.49 -3.89
C -2.95 -2.30 -2.59
C -1.65 -2.91 -2.43
C -0.38 -2.36 -2.89
C -0.08 -0.98 -2.21
C -1.24 0.01 -2.08
C 1.24 -1.96 0.48
H -2.26 1.52 -3.40
H -2.57 -0.10 -5.43
H -3.43 -2.18 -4.73
H -4.40 -1.10 -3.68
H -3.18 -1.68 -1.70
H -3.66 -3.14 -2.50
H -1.59 -3.78 -1.76
H 0.39 -2.99 -2.43
H 0.79 -0.51 -2.73
H 0.28 -1.19 -1.17
H -1.97 -0.36 -1.35
H -0.87 0.92 -1.54
H 1.99 -2.60 -0.02
H 0.29 -2.54 0.55
H 1.56 -1.68 1.51
C -1.71 0.45 5.04
C -1.25 0.54 3.57
C -1.62 -0.77 2.87
C -2.07 1.64 2.89
P 0.56 0.88 3.39
N 1.07 0.67 1.91
C 0.92 2.68 3.81
C 0.16 3.16 5.07
C 2.42 2.84 4.03
C 0.51 3.55 2.62
C 1.48 -0.26 4.57
C 1.45 0.27 6.03
C 0.88 -1.68 4.58
C 2.94 -0.38 4.12
H -2.81 0.32 5.01
H -1.50 1.38 5.59
H -1.29 -0.42 5.56
H -2.71 -0.81 2.79
H -1.20 -0.84 1.86
H -1.31 -1.66 3.43
H -2.02 2.60 3.41
H -1.78 1.78 1.84
H -3.12 1.31 2.92
H 0.40 2.55 5.95
H 0.51 4.19 5.26
H -0.92 3.18 4.90
H 2.99 2.43 3.19
H 2.63 3.92 4.09
H 2.78 2.40 4.96
H 0.86 3.12 1.68
H -0.56 3.70 2.53
H 0.97 4.55 2.74
H 0.42 0.38 6.41
H 1.95 -0.50 6.64
H 2.01 1.21 6.13
H 0.84 -2.12 3.58
H 1.55 -2.30 5.20
H -0.10 -1.73 5.07
H 3.00 -0.63 3.05
H 3.52 0.53 4.27
H 3.41 -1.19 4.69

(2)
147
Properties=species:S:1:pos:R:3 method="wB97M-V/def2-TZVPD" charge=-3 e_above_lowest_kj_mol=1636.1 gap_ev=1.75 homo_energy_ev=-1.66 lumo_ev=0.1
C 2.46 1.04 7.10
C 1.26 1.53 7.93
C -0.04 1.84 7.21
O -1.14 2.14 8.09
C -2.31 2.51 7.38
N 1.05 0.51 9.13
H 1.22 -0.38 8.68
H 1.63 0.75 9.92
H 0.09 0.48 9.46
H 2.14 0.37 6.30
H 3.15 0.42 7.68
H 3.02 1.88 6.68
H 1.41 2.41 8.56
H -0.23 0.98 6.56
H 0.12 2.71 6.58
H -3.13 2.61 8.10
H -2.66 1.72 6.72
H -2.15 3.40 6.77
C -2.64 -0.93 -7.03
C -3.24 -1.73 -8.18
C -4.68 -2.16 -7.78
O -4.70 -3.39 -8.37
C -5.91 -4.10 -8.53
N -3.35 -0.91 -9.47
H -3.39 0.09 -9.30
H -2.62 -1.04 -10.16
H -4.18 -1.09 -10.01
H -2.56 -1.51 -6.10
H -3.24 -0.05 -6.79
H -1.60 -0.70 -7.24
H -2.64 -2.63 -8.27
H -5.47 -1.46 -8.06
H -4.89 -2.28 -6.71
H -6.46 -3.61 -9.33
H -6.55 -4.08 -7.65
H -5.76 -5.16 -8.75
C -7.28 -2.05 1.36
C -7.10 -2.47 -0.12
C -6.66 -3.95 -0.33
O -7.12 -4.31 -1.61
C -6.69 -5.61 -2.02
N -8.41 -2.18 -0.82
H -8.58 -1.19 -0.77
H -8.48 -2.49 -1.78
H -9.16 -2.58 -0.27
H -7.69 -1.05 1.54
H -6.25 -1.98 1.73
H -7.86 -2.67 2.04
H -6.44 -1.80 -0.67
H -7.00 -4.77 0.30
H -5.58 -4.00 -0.22
H -7.24 -5.86 -2.93
H -6.94 -6.46 -1.37
H -5.62 -5.56 -2.19
C 0.89 -3.02 2.69
C 0.77 -2.75 1.18
C 1.56 -1.57 0.59
O 1.00 -1.29 -0.69
C 1.40 -0.08 -1.34
N 1.12 -4.00 0.34
H 1.12 -3.74 -0.63
H 2.09 -4.21 0.55
H 0.53 -4.81 0.49
H 0.25 -3.81 3.09
H 0.69 -2.10 3.24
H 1.93 -3.29 2.89
H -0.26 -2.49 0.93
H 2.64 -1.72 0.58
H 1.28 -0.69 1.17
H 0.70 0.57 -1.86
H 2.19 -0.09 -2.09
H 1.83 0.59 -0.60
C 1.62 9.41 -3.01
C 0.97 9.38 -4.38
C 1.86 9.98 -5.54
O 1.16 9.78 -6.68
C 1.89 9.43 -7.78
N 0.91 7.91 -4.77
H 0.43 7.40 -4.04
H 0.53 7.71 -5.69
H 1.82 7.48 -4.85
H 1.70 10.47 -2.79
H 2.60 8.93 -2.97
H 0.99 8.97 -2.24
H -0.07 9.69 -4.29
H 2.85 9.51 -5.52
H 1.94 11.06 -5.48
H 1.32 9.50 -8.70
H 2.39 8.47 -7.65
H 2.65 10.19 -7.96
C 7.68 -3.02 2.17
F 9.04 -2.91 2.46
F 6.93 -2.78 3.24
F 7.30 -2.13 1.19
S 7.35 -4.86 1.58
O 8.33 -5.23 0.51
O 7.60 -5.58 2.82
O 5.93 -5.04 1.16
C 3.21 -7.40 8.11
F 4.02 -8.41 8.03
F 2.94 -6.92 6.94
F 2.02 -7.79 8.63
S 4.03 -6.00 9.10
O 3.30 -4.77 8.83
O 3.97 -6.39 10.51
O 5.38 -5.90 8.64
C 4.51 -3.65 -5.80
F 4.10 -2.70 -6.50
F 5.58 -4.25 -6.25
F 4.67 -3.02 -4.65
S 3.06 -4.88 -5.60
O 3.42 -5.60 -4.40
O 1.85 -4.07 -5.42
O 3.06 -5.80 -6.72
C 7.43 3.28 -4.65
F 6.91 2.69 -3.50
F 8.75 3.53 -4.50
F 7.31 2.44 -5.71
S 6.47 4.94 -5.00
O 7.07 5.53 -6.20
O 5.07 4.55 -5.13
O 6.64 5.78 -3.80
C -3.04 3.26 1.28
F -3.22 2.32 0.37
F -4.10 3.26 2.13
F -1.98 2.90 1.95
S -2.67 4.99 0.43
O -1.83 4.67 -0.73
O -4.01 5.55 0.10
O -1.91 5.70 1.48
C 3.85 5.10 2.65
F 4.89 4.47 2.10
F 3.12 5.55 1.61
F 3.09 4.19 3.27
S 4.46 6.58 3.78
O 5.09 5.96 4.92
O 5.39 7.36 2.95
O 3.27 7.39 4.09
C -4.17 -4.20 9.12
F -3.75 -4.76 10.27
F -5.42 -3.71 9.23
F -3.36 -3.29 8.64
S -4.32 -5.70 7.84
O -5.11 -5.16 6.70
O -2.94 -6.08 7.41
O -4.99 -6.80 8.51
Br -2.48 -9.14 0.67

(3)
117
Properties=species:S:1:pos:R:3 method="wB97M-V/def2-TZVPD" charge=0 e_above_lowest_kj_mol=0.0 smiles="CCOS(C)(=O)=O.CCOS(C)(=O)=O.CCOS(C)(=O)=O.COC(=O)OC.COC(=O)OC.COC(=O)OC.COC(=O)OC.COC(=O)OC.COC(=O)OC" gap_ev=10.87 homo_energy_ev=-10.54 lumo_ev=0.3
O 18.32 -20.04 14.00
S 18.81 -19.16 12.97
O 20.20 -19.17 12.60
O 18.01 -19.52 11.62
C 16.60 -19.72 11.70
C 16.30 -21.08 11.07
C 18.32 -17.44 13.25
H 16.07 -18.96 11.11
H 16.20 -19.64 12.71
H 16.85 -21.14 10.13
H 15.23 -21.30 10.99
H 16.67 -21.85 11.74
H 18.83 -16.88 12.47
H 18.62 -17.10 14.23
H 17.25 -17.32 13.05
O 17.46 -16.80 10.31
S 17.69 -16.56 8.91
O 17.27 -15.33 8.30
O 19.29 -16.78 8.64
C 20.15 -16.85 9.79
C 21.48 -17.47 9.37
C 17.14 -17.99 7.95
H 19.71 -17.49 10.56
H 20.32 -15.87 10.25
H 21.37 -18.55 9.46
H 22.24 -17.16 10.08
H 21.74 -17.19 8.35
H 16.09 -18.16 8.20
H 17.73 -18.79 8.40
H 17.38 -17.87 6.90
O 15.40 -12.69 12.20
S 16.56 -11.99 11.75
O 16.96 -10.70 12.27
O 17.87 -12.94 11.94
C 19.13 -12.30 12.17
C 20.18 -13.35 11.97
C 16.56 -11.95 9.91
H 19.16 -11.87 13.17
H 19.27 -11.47 11.47
H 21.17 -13.02 12.30
H 20.22 -13.63 10.92
H 19.99 -14.22 12.60
H 17.48 -12.46 9.64
H 16.63 -10.91 9.61
H 15.67 -12.41 9.50
C 10.00 -16.95 11.42
O 8.65 -17.42 11.56
C 8.54 -18.56 12.25
O 9.43 -19.16 12.78
O 7.27 -18.92 12.23
C 6.92 -20.17 12.81
H 10.48 -16.71 12.36
H 9.92 -16.11 10.74
H 10.57 -17.70 10.87
H 7.39 -21.01 12.31
H 5.83 -20.20 12.79
H 7.19 -20.14 13.86
C 13.94 -20.01 6.45
O 14.29 -21.40 6.48
C 15.54 -21.67 6.88
O 16.37 -20.82 7.02
O 15.63 -22.94 7.19
C 16.88 -23.44 7.59
H 13.24 -19.80 7.27
H 13.41 -19.94 5.50
H 14.70 -19.24 6.54
H 17.18 -23.00 8.54
H 17.66 -23.29 6.84
H 16.91 -24.52 7.77
C 13.22 -19.48 9.98
O 13.91 -18.29 9.53
C 13.58 -17.13 10.09
O 13.10 -16.99 11.18
O 13.94 -16.16 9.26
C 14.31 -14.88 9.79
H 13.11 -19.57 11.05
H 13.84 -20.29 9.60
H 12.25 -19.43 9.49
H 14.42 -14.25 8.92
H 15.24 -14.96 10.36
H 13.51 -14.49 10.42
C 13.05 -19.13 13.73
O 13.23 -20.45 14.24
C 13.98 -20.57 15.30
O 14.43 -19.70 16.01
O 14.20 -21.87 15.51
C 14.89 -22.25 16.73
H 12.19 -19.03 13.08
H 13.95 -18.74 13.26
H 12.85 -18.47 14.57
H 15.93 -22.26 16.44
H 14.50 -23.20 17.06
H 14.73 -21.46 17.46
C 12.16 -11.25 8.16
O 12.66 -10.07 8.75
C 13.20 -10.15 9.97
O 13.17 -11.12 10.68
O 13.78 -8.97 10.20
C 14.50 -8.81 11.41
H 12.83 -12.09 8.37
H 12.25 -11.13 7.08
H 11.11 -11.40 8.40
H 14.55 -7.73 11.62
H 15.56 -9.02 11.29
H 14.06 -9.17 12.33
C 8.63 -20.27 9.54
O 9.25 -19.00 9.43
C 10.11 -18.77 8.46
O 10.81 -19.62 7.95
O 10.19 -17.47 8.29
C 11.24 -16.89 7.53
H 9.26 -20.93 10.16
H 8.51 -20.73 8.56
H 7.69 -20.23 10.08
H 12.18 -17.05 8.05
H 11.13 -15.83 7.32
H 11.26 -17.38 6.55

(4)
115
Properties=species:S:1:pos:R:3 method="wB97M-V/def2-TZVPD" charge=-1 gap_ev=6.74 homo_energy_ev=-4.95 lumo_ev=1.8
C 8.34 -4.59 0.30
C 7.60 -3.86 -0.29
C 6.69 -2.88 -0.94
C 5.51 -3.59 -1.68
C 4.09 -3.26 -1.21
P 3.49 -1.45 -1.30
C 3.04 0.45 -1.25
C 3.97 1.18 -0.32
C 3.57 1.98 0.67
O 1.87 -1.89 -1.96
C 1.42 -1.17 -2.88
N 1.03 -0.48 -3.73
P 4.39 -1.21 -3.38
N 4.09 -2.43 -4.38
C 2.74 -1.58 0.51
I 4.30 -1.71 2.05
C 1.61 -2.67 0.66
C 1.60 -3.32 2.08
I -0.34 -1.66 0.53
H 9.03 -5.01 0.98
H 7.31 -2.32 -1.65
H 6.39 -2.19 -0.14
H 5.65 -4.66 -1.44
H 5.69 -3.54 -2.75
H 3.40 -3.86 -1.83
H 3.98 -3.71 -0.21
H 4.73 -1.06 -0.68
H 2.00 0.65 -0.96
H 3.19 0.95 -2.23
H 5.05 1.06 -0.42
H 2.64 2.54 0.65
H 4.25 2.10 1.51
H 3.95 -0.06 -4.07
H 5.80 -1.12 -3.20
H 3.48 -3.09 -3.92
H 2.26 -0.65 0.81
H 1.67 -3.50 -0.04
H 0.66 -3.91 2.11
H 1.52 -2.58 2.87
H 2.40 -4.05 2.20
O -4.82 1.86 -3.32
S -4.51 1.40 -4.64
O -5.03 0.16 -5.13
O -2.93 1.43 -4.84
C -2.10 0.73 -3.87
C -2.10 -0.77 -4.09
C -4.89 2.67 -5.80
H -2.41 0.98 -2.86
H -1.09 1.11 -4.01
H -3.07 -1.20 -3.87
H -1.37 -1.24 -3.44
H -1.86 -1.01 -5.12
H -4.46 3.61 -5.44
H -5.97 2.75 -5.85
H -4.48 2.40 -6.77
O -0.30 -6.50 2.43
S -0.29 -7.26 3.64
O 0.74 -8.20 3.93
O -1.71 -7.97 3.82
C -2.19 -8.79 2.74
C -1.50 -10.14 2.70
C -0.44 -6.15 5.00
H -2.09 -8.26 1.79
H -3.26 -8.93 2.92
H -0.45 -10.04 2.43
H -1.98 -10.79 1.96
H -1.55 -10.63 3.67
H -1.26 -5.46 4.81
H 0.50 -5.61 5.09
H -0.62 -6.72 5.91
O 2.28 5.64 -1.86
S 3.41 5.36 -2.69
O 4.37 4.36 -2.33
O 4.17 6.73 -3.02
C 4.58 7.55 -1.92
C 5.82 7.01 -1.23
C 2.84 5.03 -4.32
H 3.75 7.68 -1.21
H 4.79 8.53 -2.34
H 5.61 6.07 -0.72
H 6.18 7.72 -0.48
H 6.61 6.82 -1.95
H 2.14 5.81 -4.62
H 2.34 4.06 -4.31
H 3.70 5.00 -4.99
O -3.21 -1.06 3.94
S -3.49 0.34 3.80
O -3.73 1.17 4.94
O -4.69 0.53 2.76
C -5.91 -0.19 3.00
C -6.75 0.46 4.09
C -2.24 1.09 2.81
H -5.70 -1.24 3.22
H -6.46 -0.16 2.06
H -6.26 0.37 5.06
H -7.72 -0.03 4.16
H -6.88 1.52 3.89
H -2.09 0.49 1.91
H -1.33 1.12 3.40
H -2.56 2.10 2.56
O -6.54 6.15 0.62
S -5.81 4.99 1.05
O -6.49 3.85 1.59
O -4.67 5.44 2.07
C -5.05 6.23 3.21
C -5.69 5.39 4.29
C -4.75 4.45 -0.25
H -5.70 7.05 2.90
H -4.13 6.67 3.59
H -6.66 5.00 3.97
H -5.85 5.98 5.19
H -5.07 4.53 4.54
H -4.20 5.31 -0.63
H -5.38 4.03 -1.03
H -4.07 3.70 0.14